1.
{
  "formula": "C3HCl5",
  "method": "wB97M-V/def2-TZVPD",
  "species": ["C", "C", "C", "Cl", "Cl", "Cl", "Cl", "Cl", "H"],
  "coordinates": [[-0.921, -0.269, -0.803], [-0.253, 0.553, -1.578], [1.571, -0.433, 2.176], [-2.577, -0.719, -0.952], [1.478, 0.834, -1.462], [-1.029, 1.259, -2.870], [1.003, -1.595, 3.140], [1.152, 1.157, 2.468], [-0.423, -0.788, -0.119]],
  "forces_ev_per_angstrom": [[-1.5, 1.0, -1.7], [0.7, -0.1, -0.1], [1.7, 0.6, -2.4], [0.3, 0.3, -0.1], [-1.0, -0.2, 0.2], [-0.4, 1.1, -1.3], [-1.1, -1.0, 1.7], [-0.6, 0.4, 0.7], [1.9, -2.1, 3.0]],
  "e_lumo_ev": -1.0,
  "total_energy_ha": -2415.72740
}

***

2.
{
  "formula": "C3HClF2",
  "method": "wB97M-V/def2-TZVPD",
  "species": ["C", "C", "C", "F", "F", "Cl", "H"],
  "coordinates": [[-2.384, -0.785, -0.172], [-1.349, -0.165, -0.160], [0.002, 0.302, 0.071], [0.122, 1.506, -0.721], [0.096, 0.411, 1.409], [1.397, -0.735, -0.243], [-3.322, -0.865, -0.483]],
  "forces_ev_per_angstrom": [[3.6, 1.9, 0.2], [0.0, -1.6, -0.2], [0.2, 0.8, -0.8], [0.3, -1.9, 2.2], [0.0, 1.9, 0.2], [-0.3, 0.0, -1.0], [-3.6, -1.1, -0.7]],
  "e_lumo_ev": 0.4,
  "smiles": "C#CC(F)(F)Cl",
  "total_energy_ha": -774.73280
}

***

Relative energy (zero: lowest compared OMol25 entry of this formula, charge and spin) (kcal per mole)
64.8, 19.3
Maximum force (hartree/bohr)
0.081, 0.079